Record 1
# C3H4BaO2

A molecular structure, C3H4BaO2 (ωB97M-V/def2-TZVPD, the Open Molecules 2025 dataset).

Atoms and positions in Å:
C: -0.719 0.600 4.680
O: 1.547 -0.115 -0.310
C: 0.805 0.860 0.315
C: 0.619 0.846 1.648
O: 0.128 1.276 5.073
Ba: 1.665 -3.068 0.777
H: 2.437 0.200 -0.497
H: 0.171 1.460 -0.343
H: -0.377 1.216 2.046
H: 1.406 0.401 2.262

The energy comes out at -7959.6797 eV. The calculation puts the highest occupied orbital energy at -4.6 eV. The gap between HOMO and LUMO is 4.59 eV.

Löwdin population analysis, charges in e, atoms 1 to 6: 0.013, -0.247, -0.311, -0.024, -0.001, 0.278

***

Record 2
# C27H48N5O3S

A gas-phase ion, C27H48N5O3S (charge +1) (ωB97M-V/def2-TZVPD, the Open Molecules 2025 dataset).

Atoms and positions in Å:
C: 0.755 -0.924 4.016
C: -0.469 -0.562 3.454
C: -0.618 -0.646 1.880
C: 0.151 0.568 1.212
C: 0.158 0.342 -0.385
C: 0.475 1.791 -0.990
C: 1.791 2.434 -0.337
C: 2.736 3.135 -1.411
C: 4.244 3.093 -0.895
C: 4.904 1.662 -1.042
C: 4.990 0.845 0.320
C: 6.116 -0.267 0.338
S: 5.461 -1.994 0.284
C: 5.079 -2.315 -1.456
N: 4.280 -3.223 -2.058
N: 4.395 -2.920 -3.400
C: 5.239 -1.886 -3.556
O: 5.738 -1.454 -2.326
N: 1.328 -0.589 -0.567
C: 1.845 -0.500 -1.699
O: 2.355 -0.474 -2.736
N: -1.135 -0.246 -0.898
N: -1.064 -1.617 -1.244
C: -2.343 -0.010 -0.045
C: -2.790 1.534 0.009
C: -3.204 2.144 -1.396
C: -2.701 3.645 -1.627
C: -2.942 4.597 -0.373
C: -3.554 -0.734 -0.797
O: -4.832 -0.267 -0.370
C: -5.907 -1.099 -0.864
C: -2.176 -0.457 1.478
C: -3.084 -1.661 1.941
C: -2.618 -3.111 1.501
C: -1.507 -3.765 2.467
C: -1.776 -5.352 2.527
H: 1.376 -0.235 4.652
H: 1.187 -1.943 3.810
H: -1.327 -0.264 4.122
H: -0.180 -1.616 1.516
H: 1.228 0.492 1.550
H: -0.203 1.584 1.516
H: 0.513 1.792 -2.121
H: -0.344 2.532 -0.734
H: 1.520 3.221 0.430
H: 2.416 1.657 0.185
H: 2.609 2.648 -2.418
H: 2.415 4.221 -1.469
H: 4.290 3.506 0.157
H: 4.809 3.843 -1.532
H: 4.311 1.076 -1.797
H: 5.956 1.822 -1.421
H: 5.159 1.609 1.141
H: 4.009 0.346 0.563
H: 6.841 -0.099 -0.506
H: 6.649 -0.182 1.333
H: 5.524 -1.403 -4.515
H: -1.323 0.235 -1.801
H: -0.562 -1.769 -2.118
H: -0.728 -2.192 -0.473
H: -2.015 2.170 0.539
H: -3.698 1.632 0.677
H: -2.937 1.519 -2.293
H: -4.335 2.219 -1.403
H: -1.639 3.683 -2.023
H: -3.334 4.033 -2.486
H: -3.660 4.082 0.317
H: -3.411 5.544 -0.774
H: -1.946 4.828 0.090
H: -3.469 -0.510 -1.912
H: -3.554 -1.850 -0.693
H: -6.712 -0.454 -1.313
H: -5.481 -1.770 -1.658
H: -6.331 -1.700 -0.012
H: -2.494 0.417 2.129
H: -3.048 -1.657 3.077
H: -4.172 -1.560 1.681
H: -3.526 -3.781 1.639
H: -2.349 -3.213 0.411
H: -1.485 -3.290 3.480
H: -0.510 -3.673 1.933
H: -2.581 -5.676 1.810
H: -0.836 -5.883 2.177
H: -1.945 -5.708 3.579

Its charge is +1. The energy comes out at -53191.8471 eV. The calculation puts the highest occupied orbital energy at -11.0 eV. Its structure (SMILES) is C=C[C@@H]1C[C@@](CCCCCCCSc2nnco2)(N=C=O)[N@@H+](N)[C@@](CCCC)(COC)[C@H]1CCCC. The gap between HOMO and LUMO is 8.49 eV.

Löwdin population analysis, charges in e, atoms 1 to 6: 0.009, -0.126, -0.239, -0.066, -0.328, -0.098

***

Record 3
# C5H8NO

A gas-phase ion, C5H8NO (charge +1) (ωB97M-V/def2-TZVPD, the Open Molecules 2025 dataset).

Atoms and positions in Å:
C: 0.566 0.979 1.349
C: 0.589 0.891 -0.143
C: -0.014 -0.314 -0.599
C: -1.189 -1.057 -0.132
C: -1.272 -1.030 -1.647
N: 0.059 -1.018 -1.957
O: 0.905 -0.996 -2.816
H: 0.669 0.048 1.847
H: -0.367 1.250 1.771
H: 1.345 1.633 1.680
H: 1.721 0.919 -0.489
H: 0.119 1.783 -0.667
H: -1.815 -0.549 0.438
H: -1.186 -2.095 0.264
H: -2.044 -0.976 -2.411

Its charge is +1. The energy comes out at -8839.5019 eV. The calculation puts the highest occupied orbital energy (spin up / spin down) at -15.2 / -15.2 eV. Its structure (SMILES) is CC[C@@]12C[C@@H]1[N+]2=O. The gap between HOMO and LUMO (spin up / spin down) is 9.59 / 9.59 eV.

Löwdin population analysis, charges in e, atoms 1 to 6: -0.070, -0.156, -0.033, 0.019, 0.131, -0.108

***

Record 4
# C3H8NO2P

A single C3H8NO2P molecule (ωB97M-V/def2-TZVPD, the Open Molecules 2025 dataset).

Atoms and positions in Å:
C: 1.822 -1.681 0.264
C: 1.153 -0.681 -0.351
C: 0.124 0.096 0.231
N: 0.210 1.504 -0.426
P: -1.782 -0.185 -0.452
O: -2.437 -1.329 0.213
O: -2.340 1.007 0.550
H: 2.694 -2.312 -0.288
H: 2.034 -1.899 1.263
H: 1.194 -0.558 -1.403
H: 0.074 0.270 1.381
H: 0.885 2.244 -0.009
H: 0.392 1.225 -1.428
H: -0.794 1.624 -0.497
H: -3.226 0.675 0.952

The energy comes out at -18111.9955 eV. The calculation puts the highest occupied orbital energy at -7.5 eV. Its structure (SMILES) is C=C[C@@H]([NH3+])P([O-])O. The gap between HOMO and LUMO is 7.53 eV.

Löwdin population analysis, charges in e, atoms 1 to 6: 0.019, -0.257, -0.405, 0.075, 0.581, -0.478

***

Record 5
# C12H17AsIN4O4OsS

A molecular structure, C12H17AsIN4O4OsS (ωB97M-V/def2-TZVPD, the Open Molecules 2025 dataset).

Atoms and positions in Å:
Os: 0.409 0.369 0.784
N: 2.246 0.502 1.925
C: 3.386 0.916 1.085
C: 3.007 0.775 -0.432
O: 3.829 0.997 -1.278
O: 1.779 0.438 -0.617
H: 2.260 0.984 2.828
H: 2.334 -0.502 2.132
H: 4.286 0.317 1.261
H: 3.637 1.966 1.260
I: 0.326 1.156 -3.101
C: -0.505 2.652 -1.868
C: -1.410 3.528 -2.450
C: -1.976 4.508 -1.656
C: -1.588 4.592 -0.326
C: -0.667 3.676 0.154
N: -0.150 2.704 -0.594
H: -1.667 3.432 -3.492
H: -2.701 5.189 -2.074
H: -2.001 5.340 0.330
H: -0.330 3.724 1.181
S: -3.831 0.376 -0.873
C: -2.312 0.202 -0.508
N: -1.154 0.075 -0.274
C: 0.914 -4.919 0.182
As: 0.071 -3.166 0.029
C: -1.711 -3.190 0.830
C: -0.038 -2.774 -1.875
O: 1.015 -2.080 0.849
H: 0.338 -5.635 -0.402
H: 0.947 -5.236 1.226
H: 1.933 -4.858 -0.203
H: -2.010 -4.206 1.080
H: -2.428 -2.758 0.133
H: -1.690 -2.585 1.738
H: -0.282 -3.683 -2.422
H: 0.930 -2.399 -2.207
H: -0.787 -2.011 -2.077
O: -2.235 0.537 4.126
C: -1.484 0.526 3.244
N: -0.691 0.521 2.353

Its charge is +1. The spin multiplicity is 5. The energy comes out at -109104.8587 eV. The calculation puts the highest occupied orbital energy (spin up / spin down) at -11.8 / -11.7 eV. As for the expectation value of S²: 6.0338. The gap between HOMO and LUMO (spin up / spin down) is 8.90 / 5.95 eV.

Löwdin population analysis, charges in e, atoms 1 to 6: 1.721, -0.093, -0.100, -0.627, 0.121, -0.365

***

Record 6
# C18H24N4OS

A single C18H24N4OS molecule (ωB97M-V/def2-TZVPD, the Open Molecules 2025 dataset).

Atoms and positions in Å:
H: 0.452 1.814 -1.384
N: 1.313 1.363 -1.095
C: 1.255 0.109 -0.934
C: 2.406 -0.684 -0.510
C: 3.717 -0.195 -0.251
N: 4.679 -0.983 0.125
C: 5.841 -0.296 0.311
C: 7.058 -0.841 0.713
C: 8.145 -0.006 0.854
C: 8.039 1.362 0.603
C: 6.841 1.921 0.204
C: 5.742 1.091 0.058
S: 4.116 1.498 -0.425
C: 2.040 -1.983 -0.388
O: 2.810 -2.998 -0.021
C: 0.591 -2.131 -0.734
N: 0.221 -0.787 -1.111
C: -1.144 -0.432 -1.388
C: -1.960 -0.156 -0.121
C: -3.390 0.280 -0.464
N: -4.129 0.637 0.727
C: -4.679 -0.465 1.483
C: -5.911 -1.177 0.906
C: -4.916 1.847 0.646
C: -5.982 1.924 -0.456
H: 7.130 -1.900 0.905
H: 9.095 -0.414 1.165
H: 8.907 1.992 0.722
H: 6.755 2.978 0.008
H: 3.710 -2.627 0.147
H: 0.442 -2.837 -1.562
H: 0.015 -2.495 0.126
H: -1.603 -1.246 -1.959
H: -1.141 0.460 -2.023
H: -1.983 -1.055 0.497
H: -1.479 0.634 0.458
H: -3.879 -0.519 -1.043
H: -3.329 1.161 -1.106
H: -3.878 -1.200 1.603
H: -4.925 -0.086 2.480
H: -5.758 -1.431 -0.140
H: -6.089 -2.097 1.459
H: -6.798 -0.556 0.990
H: -5.394 1.988 1.618
H: -4.214 2.677 0.499
H: -6.447 2.907 -0.434
H: -6.756 1.176 -0.319
H: -5.536 1.780 -1.438

The energy comes out at -37899.0933 eV. The calculation puts the highest occupied orbital energy at -8.0 eV. Its structure (SMILES) is [H]/N=C1/C(c2nc3ccccc3s2)=C(O)CN1CCCN(CC)CC. The gap between HOMO and LUMO is 8.54 eV.

Löwdin population analysis, charges in e, atoms 1 to 6: 0.044, 0.118, -0.388, -0.115, -0.489, 0.084

***

Record 7
# C25H23IrN5O11S

A molecular structure, C25H23IrN5O11S (ωB97M-V/def2-TZVPD, the Open Molecules 2025 dataset).

Atoms and positions in Å:
Ir: -1.815 -0.808 0.604
O: -1.350 -2.688 -0.220
C: -0.239 -3.348 -0.393
C: -0.134 -4.196 -1.518
C: 0.986 -4.961 -1.736
C: 2.064 -4.917 -0.847
C: 1.989 -4.086 0.250
C: 0.860 -3.299 0.495
C: 0.810 -2.403 1.635
N: -0.053 -1.428 1.823
C: 0.294 -0.776 2.979
C: 1.384 -1.376 3.515
N: 1.708 -2.402 2.654
H: -0.975 -4.208 -2.197
H: 1.040 -5.597 -2.611
H: 2.950 -5.512 -1.023
H: 2.840 -4.037 0.921
H: -0.267 0.070 3.335
H: 1.940 -1.176 4.411
H: 2.425 -3.090 2.792
O: -5.866 1.871 -2.972
C: -5.572 2.696 -1.987
O: -6.023 3.817 -1.913
C: -4.656 2.181 -0.935
C: -4.253 2.900 0.175
N: -3.437 2.115 0.892
N: -3.268 0.929 0.297
C: -3.994 0.946 -0.808
C: -3.960 -0.299 -1.636
O: -4.685 -0.360 -2.640
O: -3.176 -1.190 -1.207
H: -5.423 0.965 -2.859
H: -4.512 3.898 0.479
H: -2.835 2.351 1.686
O: -2.074 -2.809 3.453
C: -2.956 -1.997 3.270
O: -3.092 -1.131 2.318
H: -3.802 -1.936 3.990
C: 5.418 0.351 1.183
C: 4.335 0.633 0.177
C: 3.255 -0.231 0.030
C: 2.249 0.030 -0.885
C: 2.325 1.177 -1.659
C: 3.400 2.048 -1.540
C: 4.397 1.772 -0.621
S: 1.036 1.547 -2.819
O: 1.515 2.643 -3.615
O: 0.620 0.314 -3.414
N: -0.259 2.098 -1.980
C: -0.140 3.327 -1.201
C: 0.342 3.184 0.253
C: -0.495 2.203 1.065
O: -1.173 2.627 2.012
O: -0.427 0.980 0.710
H: 5.322 -0.654 1.592
H: 5.368 1.059 2.013
H: 6.405 0.445 0.728
H: 3.199 -1.123 0.640
H: 1.414 -0.647 -0.999
H: 3.435 2.925 -2.170
H: 5.239 2.447 -0.522
H: -0.722 1.332 -1.503
H: -1.117 3.817 -1.204
H: 0.546 3.968 -1.755
H: 0.248 4.154 0.739
H: 1.387 2.869 0.273

Its charge is -1. The spin multiplicity is 5. The energy comes out at -69947.8715 eV. The calculation puts the highest occupied orbital energy (spin up / spin down) at -5.5 / -5.6 eV. As for the expectation value of S²: 6.0098. The gap between HOMO and LUMO (spin up / spin down) is 7.61 / 6.59 eV.

Löwdin population analysis, charges in e, atoms 1 to 6: 1.678, -0.214, -0.343, 0.000, -0.090, -0.110